(1)
{"formula": "C4H5NO", "method": "wB97M-V/def2-TZVPD", "charge": 0, "de_lowest_kj_mol": 156.1, "gap_ev": 11.972, "e_lumo_ha": 0.029, "symbols": ["C", "C", "C", "N", "C", "O", "H", "H", "H", "H", "H"], "positions_angstrom": [[-1.332, -0.282, 0.000], [0.099, 0.185, -0.147], [0.377, 1.618, -0.274], [0.698, 2.716, -0.445], [1.211, -0.647, 0.338], [0.921, -0.549, -1.044], [-1.877, -0.174, -0.941], [-1.329, -1.341, 0.276], [-1.863, 0.272, 0.780], [2.129, -0.180, 0.689], [0.965, -1.616, 0.768]]}

***

(2)
{"formula": "C4H7NO", "method": "wB97M-V/def2-TZVPD", "charge": 0, "de_lowest_kj_mol": 176.7, "gap_ev": 10.850, "e_lumo_ha": 0.033, "symbols": ["C", "C", "C", "O", "C", "N", "H", "H", "H", "H", "H", "H", "H"], "positions_angstrom": [[1.411, -0.635, 0.003], [0.010, -0.071, -0.088], [-1.090, -0.929, 0.444], [-2.262, -0.705, 0.235], [-0.276, 1.384, 0.088], [-0.351, 0.781, -1.224], [1.479, -1.620, -0.472], [2.131, 0.024, -0.489], [1.719, -0.751, 1.050], [-0.774, -1.791, 1.067], [-1.217, 1.620, 0.582], [0.557, 2.063, 0.250], [-1.337, 0.631, -1.444]]}

***

(3)
{"formula": "CH4OS", "method": "wB97M-V/def2-TZVPD", "charge": 0, "de_lowest_kj_mol": 45.4, "gap_ev": 10.510, "e_lumo_ha": 0.025, "symbols": ["C", "O", "H", "H", "S", "H", "H"], "positions_angstrom": [[-2.167, -0.671, 0.264], [-1.704, -0.570, 1.414], [-3.046, 0.020, 0.003], [-1.744, -1.318, -0.520], [1.746, 0.462, -0.635], [1.828, 1.711, -0.278], [1.657, 0.770, -1.943]]}

***

(4)
{"formula": "C40H52F3N2O6P2PtS2", "method": "wB97M-V/def2-TZVPD", "charge": 1, "de_lowest_kj_mol": 82.2, "gap_ev": 6.026, "e_lumo_ha": -0.119, "symbols": ["Pt", "C", "C", "C", "O", "P", "O", "C", "P", "O", "O", "C", "C", "C", "O", "C", "C", "C", "O", "C", "C", "C", "H", "H", "H", "H", "H", "H", "H", "H", "H", "H", "H", "H", "H", "H", "H", "H", "H", "H", "H", "H", "H", "H", "H", "H", "H", "H", "H", "H", "H", "H", "S", "C", "N", "C", "C", "N", "C", "C", "C", "C", "C", "C", "C", "C", "S", "C", "C", "C", "C", "C", "C", "C", "H", "H", "H", "H", "H", "H", "H", "H", "H", "H", "H", "H", "H", "H", "H", "H", "H", "H", "F", "C", "F", "F", "C", "C", "C", "C", "C", "C", "C", "C", "H", "H", "H", "H"], "positions_angstrom": [[-0.198, -0.293, -0.189], [-4.098, -3.091, 0.970], [-3.170, -3.601, 2.051], [-1.980, -4.366, 1.516], [-2.744, -2.488, 2.912], [-1.890, -1.236, 2.540], [-0.807, -1.459, 1.546], [-3.025, 0.012, 1.903], [-2.230, 1.598, 1.633], [-0.982, 1.495, 0.838], [-3.260, 2.535, 0.912], [-4.510, 2.974, 1.531], [-5.653, 2.328, 0.780], [-4.527, 4.483, 1.470], [-2.037, 2.132, 3.097], [-1.028, 3.174, 3.375], [0.280, 2.491, 3.698], [-1.583, 4.002, 4.507], [-1.302, -0.734, 3.888], [-1.857, -0.713, 5.242], [-3.302, -0.266, 5.255], [-1.627, -2.058, 5.894], [-4.579, -3.939, 0.485], [-3.542, -2.547, 0.202], [-4.874, -2.450, 1.388], [-3.726, -4.228, 2.746], [-1.424, -3.774, 0.788], [-2.341, -5.272, 1.025], [-1.307, -4.651, 2.325], [-3.893, 0.127, 2.555], [-3.351, -0.335, 0.919], [-4.508, 2.649, 2.576], [-5.621, 2.623, -0.270], [-6.605, 2.647, 1.203], [-5.601, 1.240, 0.833], [-4.470, 4.813, 0.432], [-3.683, 4.906, 2.014], [-5.449, 4.864, 1.909], [-0.922, 3.781, 2.472], [0.160, 1.832, 4.561], [1.031, 3.244, 3.938], [0.633, 1.903, 2.852], [-1.752, 3.375, 5.384], [-2.526, 4.474, 4.230], [-0.871, 4.783, 4.775], [-1.243, 0.044, 5.729], [-3.944, -0.983, 4.738], [-3.409, 0.721, 4.803], [-3.639, -0.203, 6.289], [-2.273, -2.820, 5.458], [-1.846, -1.983, 6.960], [-0.589, -2.365, 5.777], [1.732, -1.645, -0.394], [1.466, -2.433, -1.839], [2.475, -2.865, -2.578], [2.252, -3.563, -3.843], [1.103, -4.501, -3.663], [-0.067, -3.716, -3.259], [-1.363, -4.148, -3.796], [-2.088, -5.181, -2.961], [-1.507, -6.414, -2.671], [-2.202, -7.369, -1.946], [-3.500, -7.112, -1.523], [-4.090, -5.893, -1.822], [-3.382, -4.927, -2.524], [0.036, -2.755, -2.339], [-1.301, -2.008, -1.727], [3.892, -2.748, -2.192], [4.419, -4.082, -1.720], [3.935, -4.658, -0.546], [4.403, -5.895, -0.134], [5.362, -6.566, -0.886], [5.849, -5.996, -2.051], [5.375, -4.758, -2.468], [3.156, -4.114, -4.095], [2.048, -2.837, -4.634], [1.341, -5.252, -2.905], [0.873, -5.009, -4.597], [-1.156, -4.548, -4.790], [-1.988, -3.264, -3.909], [-0.512, -6.649, -3.028], [-1.739, -8.323, -1.729], [-4.053, -7.865, -0.977], [-5.109, -5.695, -1.514], [-3.841, -3.971, -2.747], [3.980, -1.978, -1.431], [4.440, -2.421, -3.076], [3.197, -4.131, 0.049], [4.029, -6.334, 0.781], [5.732, -7.528, -0.558], [6.599, -6.511, -2.637], [5.764, -4.310, -3.376], [1.666, 4.264, -8.206], [2.403, 4.555, -7.119], [3.682, 4.299, -7.450], [2.305, 5.876, -6.918], [1.968, 3.755, -5.925], [2.001, 2.369, -6.008], [1.604, 1.604, -4.928], [1.166, 2.211, -3.747], [1.143, 3.605, -3.678], [1.540, 4.373, -4.761], [0.747, 1.418, -2.624], [0.379, 0.758, -1.681], [2.338, 1.893, -6.920], [1.627, 0.524, -4.988], [0.810, 4.079, -2.765], [1.519, 5.452, -4.700]]}

***

(5)
{"formula": "C35H41BCl3KN9OS", "method": "wB97M-V/def2-TZVPD", "charge": -1, "de_lowest_kj_mol": 40.2, "gap_ev": 7.992, "e_lumo_ha": 0.077, "symbols": ["K", "C", "C", "C", "C", "C", "C", "N", "N", "B", "N", "C", "C", "C", "N", "C", "C", "C", "N", "C", "C", "C", "N", "C", "C", "C", "H", "H", "H", "H", "H", "H", "H", "H", "H", "H", "H", "H", "H", "H", "H", "H", "H", "H", "H", "H", "H", "H", "H", "H", "H", "H", "H", "H", "N", "C", "Cl", "C", "C", "C", "C", "C", "C", "N", "C", "C", "N", "C", "O", "C", "C", "C", "Cl", "S", "C", "C", "C", "Cl", "C", "H", "H", "H", "H", "H", "H", "H", "H", "H", "H", "H", "H", "H"], "positions_angstrom": [[0.340, -0.606, -0.211], [-2.644, -0.541, 2.795], [-3.254, 0.851, 2.883], [-4.380, 1.013, 1.858], [-2.213, 1.921, 2.705], [-2.259, 3.245, 3.184], [-1.076, 3.799, 2.749], [-0.403, 2.862, 2.057], [-1.094, 1.703, 2.025], [0.999, 3.035, 1.437], [0.950, 3.081, -0.108], [1.144, 4.185, -0.851], [0.967, 3.855, -2.180], [0.661, 2.482, -2.151], [0.658, 2.034, -0.901], [0.312, 1.546, -3.277], [0.724, 2.113, -4.631], [-1.184, 1.215, -3.262], [1.969, 1.965, 1.986], [2.953, 2.214, 2.868], [3.574, 1.022, 3.174], [2.881, 0.069, 2.408], [1.917, 0.646, 1.699], [3.159, -1.405, 2.298], [3.654, -1.757, 0.892], [1.945, -2.260, 2.667], [-3.412, -1.308, 2.933], [-1.864, -0.682, 3.547], [-2.193, -0.685, 1.815], [-3.682, 0.982, 3.883], [-3.982, 0.884, 0.849], [-4.829, 2.006, 1.919], [-5.164, 0.267, 2.015], [-3.031, 3.711, 3.776], [-0.658, 4.784, 2.885], [1.416, 4.114, 1.793], [1.392, 5.123, -0.382], [1.055, 4.506, -3.033], [0.864, 0.614, -3.118], [0.164, 3.026, -4.853], [0.518, 1.394, -5.425], [1.788, 2.356, -4.654], [-1.771, 2.126, -3.412], [-1.489, 0.779, -2.309], [-1.432, 0.507, -4.056], [3.134, 3.219, 3.213], [4.402, 0.857, 3.845], [3.960, -1.622, 3.010], [2.844, -1.644, 0.170], [3.985, -2.797, 0.837], [4.475, -1.105, 0.591], [1.125, -2.092, 1.967], [1.587, -2.029, 3.672], [2.195, -3.321, 2.619], [0.363, -3.214, -0.629], [0.788, -2.802, -1.635], [1.424, -5.927, 4.096], [0.079, -5.848, 2.996], [0.298, -5.699, 1.641], [-0.787, -5.677, 0.780], [-2.097, -5.772, 1.236], [-3.295, -5.816, 0.293], [-4.219, -4.589, 0.374], [-3.761, -3.372, -0.271], [-4.419, -2.722, -1.288], [-3.640, -1.651, -1.608], [-2.525, -1.620, -0.809], [-2.632, -2.663, -0.022], [-2.983, -6.245, -1.012], [-2.420, -5.353, -1.990], [-1.582, -6.172, -2.924], [-2.031, -7.216, -3.672], [-3.644, -7.811, -3.756], [-0.804, -7.933, -4.629], [0.354, -6.815, -4.038], [-0.189, -5.944, -3.150], [-2.266, -5.922, 2.615], [-3.857, -6.154, 3.312], [-1.204, -5.959, 3.500], [1.300, -5.587, 1.251], [-0.586, -5.565, -0.273], [-3.918, -6.631, 0.673], [-4.428, -4.383, 1.422], [-5.164, -4.855, -0.099], [-5.352, -3.088, -1.684], [-3.814, -0.900, -2.362], [-1.904, -2.975, 0.712], [-1.801, -4.571, -1.550], [-3.227, -4.865, -2.542], [1.375, -6.861, -4.384], [0.356, -5.141, -2.669], [-1.377, -6.087, 4.559]]}

***

(6)
{"formula": "C8H15LuNO5P", "method": "wB97M-V/def2-TZVPD", "charge": 2, "gap_ev": 2.095, "e_lumo_ha": -0.442, "symbols": ["C", "C", "O", "O", "C", "C", "C", "C", "N", "C", "C", "O", "O", "P", "O", "H", "H", "H", "H", "H", "H", "H", "H", "H", "H", "H", "H", "H", "H", "H", "Lu"], "positions_angstrom": [[0.496, 2.499, -2.065], [-0.668, 1.843, -2.703], [-1.623, 2.384, -3.088], [-0.609, 0.403, -2.956], [-0.235, -0.319, -1.838], [-1.412, -0.593, -0.830], [-1.567, 0.457, 0.254], [-0.856, -0.152, 1.435], [0.589, -0.360, 1.162], [1.464, 0.207, 2.206], [1.459, -0.661, 3.420], [2.157, -1.700, 3.520], [0.683, -0.383, 4.363], [0.967, -1.905, 0.623], [-0.223, -2.758, 0.390], [1.089, 1.878, -1.415], [1.144, 2.892, -2.831], [0.109, 3.319, -1.490], [0.129, -1.339, -2.235], [0.640, 0.050, -1.340], [-2.375, -0.763, -1.384], [-1.146, -1.523, -0.254], [-1.123, 1.401, -0.011], [-2.609, 0.646, 0.453], [-1.364, -1.065, 1.700], [-0.945, 0.504, 2.283], [1.082, 1.170, 2.496], [2.455, 0.385, 1.820], [1.979, -2.450, 1.419], [1.582, -1.664, -0.631], [-1.267, -2.400, -2.474]]}

***

(7)
{"formula": "C6H9N", "method": "wB97M-V/def2-TZVPD", "charge": 0, "de_lowest_kj_mol": 340.1, "gap_ev": 10.121, "e_lumo_ha": 0.038, "symbols": ["C", "C", "C", "C", "N", "C", "C", "H", "H", "H", "H", "H", "H", "H", "H", "H"], "positions_angstrom": [[-1.925, 2.288, 0.447], [-0.732, 1.795, -0.235], [0.085, 1.101, -0.785], [0.670, -0.140, -1.301], [1.405, -0.848, -0.255], [1.060, -2.251, -0.105], [0.601, -1.248, 0.886], [-2.798, 1.954, -0.127], [-1.980, 3.370, 0.576], [-1.974, 1.807, 1.430], [-0.212, -0.721, -1.627], [1.316, -0.003, -2.173], [1.887, -2.921, 0.108], [0.302, -2.661, -0.777], [-0.457, -0.982, 0.879], [1.083, -1.148, 1.855]]}

***

(8)
{"formula": "CH4IOP", "method": "wB97M-V/def2-TZVPD", "charge": 0, "de_lowest_kj_mol": 379.6, "gap_ev": [6.100, 6.099], "e_lumo_ha": [-0.088, -0.088], "symbols": ["C", "O", "P", "I", "H", "H", "H", "H"], "positions_angstrom": [[-0.022, -0.269, -0.713], [-1.054, 0.060, 0.150], [-0.969, -1.279, 2.664], [1.351, -1.390, 2.599], [0.949, 0.298, -0.556], [-0.491, 0.007, -1.727], [0.123, -1.426, -0.765], [-1.184, -0.124, 3.588]]}

***

(9)
{"formula": "C8H20N3O", "method": "wB97M-V/def2-TZVPD", "charge": 1, "de_lowest_kj_mol": 170.2, "gap_ev": 9.169, "e_lumo_ha": -0.157, "symbols": ["C", "C", "C", "C", "C", "C", "C", "C", "N", "N", "N", "O", "H", "H", "H", "H", "H", "H", "H", "H", "H", "H", "H", "H", "H", "H", "H", "H", "H", "H", "H", "H"], "positions_angstrom": [[2.430, 0.206, 0.001], [3.620, -0.223, 0.849], [-0.158, -2.343, -1.182], [-2.765, -0.447, 0.395], [-0.583, 2.229, 0.609], [-0.121, 1.840, -1.721], [-0.313, -0.852, -1.438], [-1.302, -0.580, 0.809], [1.280, -0.244, 0.497], [-0.635, 1.283, -0.490], [-0.420, -0.011, -0.222], [2.542, 0.876, -1.000], [4.071, -1.089, 0.370], [4.341, 0.589, 0.848], [3.343, -0.470, 1.869], [0.644, -2.545, -0.480], [-1.076, -2.811, -0.839], [0.107, -2.814, -2.125], [-3.034, 0.593, 0.218], [-2.980, -1.023, -0.501], [-3.398, -0.828, 1.194], [-1.168, 3.106, 0.335], [-0.998, 1.827, 1.528], [0.450, 2.539, 0.792], [0.965, 1.669, -1.808], [-0.636, 1.432, -2.588], [-0.284, 2.914, -1.709], [-1.203, -0.677, -2.050], [0.563, -0.507, -1.988], [-1.038, -1.629, 0.934], [-1.132, -0.081, 1.763], [1.260, -0.820, 1.322]]}

***

(10)
{"formula": "C20H25N2", "method": "wB97M-V/def2-TZVPD", "charge": 1, "de_lowest_kj_mol": 142.5, "gap_ev": 6.725, "e_lumo_ha": -0.157, "symbols": ["C", "C", "C", "C", "N", "C", "C", "C", "C", "C", "C", "C", "C", "H", "H", "H", "H", "H", "H", "H", "H", "H", "H", "H", "H", "H", "H", "H", "C", "N", "C", "C", "C", "C", "C", "C", "C", "H", "H", "H", "H", "H", "H", "H", "H", "H", "H"], "positions_angstrom": [[-0.305, 2.967, 2.787], [-1.191, 2.763, 1.718], [-0.782, 2.043, 0.600], [0.531, 1.522, 0.522], [0.895, 0.850, -0.644], [1.980, 0.895, -1.314], [2.064, 0.068, -2.601], [2.819, 0.776, -3.729], [4.189, 1.265, -3.244], [4.016, 2.290, -2.120], [3.203, 1.732, -0.942], [1.408, 1.713, 1.620], [0.993, 2.441, 2.736], [-0.630, 3.533, 3.662], [-2.205, 3.165, 1.745], [-1.433, 1.880, -0.265], [2.574, -0.876, -2.350], [1.041, -0.177, -2.915], [2.932, 0.110, -4.594], [2.227, 1.639, -4.065], [4.770, 0.411, -2.870], [4.752, 1.710, -4.074], [4.995, 2.639, -1.764], [3.494, 3.175, -2.515], [2.894, 2.568, -0.303], [3.852, 1.088, -0.324], [2.416, 1.290, 1.566], [1.690, 2.595, 3.563], [-3.261, -1.150, -0.995], [-2.250, -1.836, -0.164], [-2.679, -2.474, 1.067], [-2.603, -1.762, 2.271], [-3.042, -2.360, 3.458], [-3.554, -3.663, 3.442], [-3.649, -4.363, 2.234], [-3.225, -3.765, 1.041], [-0.997, -1.794, -0.541], [-4.217, -1.190, -0.468], [-2.969, -0.104, -1.151], [-3.359, -1.642, -1.970], [-2.197, -0.744, 2.255], [-2.973, -1.803, 4.392], [-3.881, -4.131, 4.371], [-4.050, -5.378, 2.212], [-3.294, -4.296, 0.085], [-0.250, -2.325, 0.053], [-0.739, -1.295, -1.477]]}

***

(11)
{"formula": "C24H29N3O3", "method": "wB97M-V/def2-TZVPD", "charge": 0, "de_lowest_kj_mol": 200.5, "gap_ev": 8.350, "e_lumo_ha": 0.025, "symbols": ["C", "C", "C", "C", "C", "C", "N", "C", "C", "N", "C", "O", "C", "C", "C", "C", "N", "C", "O", "C", "C", "C", "C", "O", "C", "C", "C", "C", "C", "C", "H", "H", "H", "H", "H", "H", "H", "H", "H", "H", "H", "H", "H", "H", "H", "H", "H", "H", "H", "H", "H", "H", "H", "H", "H", "H", "H", "H", "H"], "positions_angstrom": [[-0.240, 4.296, 4.804], [0.204, 3.106, 4.008], [-0.583, 1.961, 3.953], [-0.160, 0.876, 3.211], [1.028, 0.915, 2.504], [1.829, 2.057, 2.532], [3.056, 2.149, 1.878], [3.352, 3.357, 1.130], [3.300, 3.078, -0.391], [2.513, 1.888, -0.630], [1.176, 2.037, -0.835], [0.663, 3.137, -0.944], [0.372, 0.791, -0.989], [0.716, -0.208, -1.894], [-0.085, -1.321, -2.057], [-1.252, -1.450, -1.307], [-2.099, -2.551, -1.424], [-1.972, -3.662, -2.182], [-1.054, -3.928, -2.927], [-3.160, -4.631, -2.000], [-3.691, -5.078, -3.363], [-4.752, -4.012, -3.631], [-5.312, -3.780, -2.228], [-4.243, -4.014, -1.317], [-1.609, -0.442, -0.413], [-0.811, 0.673, -0.265], [3.154, 0.697, -0.124], [3.666, 0.959, 1.326], [5.192, 1.062, 1.386], [1.397, 3.137, 3.309], [0.612, 4.898, 5.114], [-0.793, 3.985, 5.688], [-0.895, 4.923, 4.199], [-1.517, 1.922, 4.493], [-0.767, -0.017, 3.165], [1.303, 0.051, 1.919], [2.601, 4.107, 1.372], [4.336, 3.746, 1.413], [4.297, 2.914, -0.808], [2.825, 3.908, -0.914], [1.611, -0.106, -2.491], [0.182, -2.092, -2.760], [-2.950, -2.526, -0.868], [-2.800, -5.471, -1.394], [-2.895, -5.097, -4.103], [-4.146, -6.066, -3.293], [-5.517, -4.336, -4.331], [-4.283, -3.103, -4.008], [-5.684, -2.764, -2.075], [-6.120, -4.489, -2.006], [-2.521, -0.535, 0.160], [-1.088, 1.460, 0.419], [3.998, 0.442, -0.777], [2.445, -0.129, -0.138], [3.381, 0.121, 1.968], [5.630, 0.099, 1.133], [5.499, 1.327, 2.394], [5.579, 1.806, 0.697], [2.019, 4.018, 3.384]]}

***

(12)
{"formula": "C3H8N4", "method": "wB97M-V/def2-TZVPD", "charge": 0, "de_lowest_kj_mol": 529.4, "gap_ev": [7.982, 7.894], "e_lumo_ha": [0.015, 0.011], "symbols": ["C", "C", "C", "N", "N", "N", "N", "H", "H", "H", "H", "H", "H", "H", "H"], "positions_angstrom": [[-1.996, 1.348, 2.065], [1.619, -2.434, -0.279], [-0.493, 1.488, -1.111], [-1.776, 1.554, 0.834], [0.900, -1.217, -0.004], [0.616, -0.704, 1.009], [-1.213, 0.864, -0.055], [-2.712, 1.982, 2.559], [-1.467, 0.594, 2.639], [2.659, -2.339, 0.038], [1.573, -2.614, -1.352], [1.166, -3.272, 0.257], [-1.169, 2.051, -1.765], [0.285, 2.169, -0.748], [-0.032, 0.689, -1.695]]}